No. 1
114
Properties=species:S:1:pos:R:3:forces:R:3:lowdin_spin:R:1 method="wB97M-V/def2-TZVPD" e_homo_ev="-5.193 / -5.311" spin_multiplicity=5 orbital_gap_ev="6.43 / 7.75" fmax_ev_per_a=0.875 total_charge=-1 e_lumo_ev="1.24 / 2.44" energy_ha=-11631.04573
C -5.9945 2.6187 -3.2416 0.07 -0.03 -0.03 0.00
C -5.2367 1.2613 3.4531 0.00 0.01 0.01 0.00
C 2.8904 3.9209 1.7286 -0.07 0.05 0.02 0.00
H -3.0023 -1.4119 -5.9514 0.00 -0.01 0.00 0.00
N 1.7013 0.0652 0.2507 -0.07 0.18 0.00 -0.01
S -2.7108 -0.2037 0.2288 -0.19 -0.11 -0.06 -0.08
H -6.6517 4.2579 0.9607 0.00 0.00 -0.01 0.00
H -1.6943 4.5859 3.0333 0.18 0.13 0.18 0.00
C -0.8201 4.9417 3.5881 -0.07 -0.01 -0.03 0.00
H 3.4533 5.5318 -0.3412 0.01 -0.01 -0.01 0.00
H -6.7185 2.6371 -4.0607 -0.03 -0.01 0.00 0.00
H -3.8352 -0.2248 2.7916 0.01 -0.01 0.00 0.00
C 0.9405 -0.1440 2.4998 -0.13 0.04 -0.24 0.01
S 0.0549 2.5380 -0.2956 0.04 0.04 -0.09 0.08
C 3.5444 2.4870 3.7020 -0.08 -0.07 0.05 0.00
O -0.2281 -0.0840 1.9477 -0.01 -0.09 0.31 0.05
C -2.0536 6.6507 -0.3470 -0.14 0.19 -0.11 0.00
C -5.4621 0.3666 -2.1940 -0.01 0.01 -0.04 0.00
O 1.1996 -0.1264 3.6853 0.04 0.01 0.14 0.01
H -4.0623 7.4647 1.2246 0.01 0.02 0.00 0.00
H -0.8654 4.5135 4.5886 -0.01 -0.02 0.01 0.00
C -5.5238 6.0313 -2.7894 -0.03 0.04 0.05 0.00
S -3.1967 3.0719 -1.5401 0.06 0.00 0.07 0.00
H 3.8454 3.6861 1.2678 0.02 -0.01 -0.01 0.00
H -4.2275 1.7191 -5.0322 0.00 0.02 -0.02 0.00
Mn -0.4799 0.1643 0.0547 0.32 0.43 0.62 3.89
C 2.0104 4.7656 1.0543 0.06 0.00 0.09 0.00
H 3.0515 1.5729 4.0428 -0.02 0.00 -0.06 0.00
H -1.7629 6.4435 -4.2010 -0.01 -0.01 -0.02 0.00
H 2.8929 0.0258 1.9271 -0.05 0.06 0.01 0.00
Br -0.2989 -0.7726 -2.0824 0.09 -0.42 -0.76 0.02
H 2.2166 4.4825 -1.0504 -0.03 -0.02 -0.02 0.00
H 3.9347 2.9889 4.5898 0.03 0.04 0.00 0.00
C -7.8649 1.0943 1.2510 0.00 0.02 -0.01 0.00
C -3.1118 6.1253 -2.5583 0.02 0.07 0.00 0.00
H -4.9552 -1.6585 -0.2534 -0.01 0.02 0.03 0.00
C 1.3553 3.7022 3.5376 0.00 -0.07 0.04 0.00
C 0.7852 5.0702 1.6472 0.10 0.16 -0.03 0.00
H -8.1335 3.7421 1.7517 0.01 0.01 -0.01 0.00
C -0.1553 6.0358 0.9970 0.25 0.09 0.13 0.00
H -5.5087 -0.6211 2.4186 0.00 -0.01 0.00 0.00
H 1.8150 6.1366 -0.6144 -0.01 0.02 0.01 0.00
C -6.3329 3.3481 2.8831 0.01 -0.01 -0.01 0.00
H -0.4497 9.4213 0.8005 0.00 0.01 0.00 0.00
H -3.4110 3.8842 6.1083 0.01 0.00 0.00 0.00
C -7.1500 4.1796 1.9309 0.02 0.04 0.00 0.00
H -5.7301 6.8915 1.1004 -0.02 -0.02 0.01 0.00
C -1.7529 7.9981 -0.1470 0.09 -0.01 0.07 0.00
H -2.3856 8.7447 -0.6126 0.00 0.02 0.00 0.00
C -1.7594 5.9948 -3.2067 0.01 0.01 0.00 0.00
H -0.9742 6.4653 -2.6173 0.00 0.01 -0.01 0.00
C -5.1988 -1.9728 -1.2674 -0.01 0.00 -0.01 0.00
C -4.4070 0.9775 -4.2606 0.01 0.01 0.01 0.00
C -6.2897 0.6913 -0.9954 -0.04 -0.04 -0.04 0.00
H -6.0932 4.9376 4.2901 -0.01 0.02 0.01 0.00
C -6.0022 2.0247 2.5681 -0.02 -0.02 -0.03 0.00
H -4.1422 5.7826 -4.4008 0.00 -0.01 -0.03 0.00
H -4.9129 -0.7624 4.0787 0.00 0.00 0.01 0.00
C -3.7341 -0.2292 -4.3062 -0.02 0.00 0.01 0.00
C -5.0638 3.1737 4.9381 0.02 0.00 0.01 0.00
C -6.7529 5.8847 -3.6443 -0.03 -0.01 0.01 0.00
H 4.3941 2.2216 3.0732 0.05 -0.02 -0.03 0.00
H -4.4123 5.7531 1.4237 0.00 -0.01 0.01 0.00
C -4.6934 6.6517 0.8660 -0.01 -0.03 -0.01 0.00
C 2.3950 5.2668 -0.3121 -0.03 0.01 0.02 0.00
H -7.4077 5.1010 -3.2584 0.01 0.01 -0.01 0.00
H -7.3281 6.8127 -3.6633 0.00 0.02 0.00 0.00
C -4.2549 5.9663 -3.3371 0.01 0.04 -0.02 0.00
C -3.2517 6.3610 -1.1925 -0.03 0.16 0.04 0.00
H -0.9102 6.0267 3.6685 0.01 0.03 0.02 0.00
H -4.7222 3.2065 7.0667 0.00 -0.01 0.01 0.00
H -1.4970 4.9396 -3.3208 0.02 -0.04 0.02 0.00
H 1.0909 3.2809 4.5012 0.00 -0.01 0.01 0.00
H -6.2653 -2.2102 -1.2891 0.00 -0.02 -0.01 0.00
C -4.0034 -1.1745 -3.3186 -0.02 0.01 -0.05 0.00
H -4.6364 -2.8810 -1.4800 0.02 -0.01 0.01 0.00
H 2.1741 -0.5453 -0.4070 -0.19 -0.02 -0.01 0.00
H -4.1554 1.2707 5.2945 0.01 -0.02 0.01 0.00
C -4.8594 -0.1669 3.1662 -0.02 0.00 0.03 0.00
Ge -3.7903 1.7097 0.1274 0.07 0.00 0.00 0.00
H -6.5285 2.8156 -2.3130 0.01 0.01 0.02 0.00
H -4.8987 4.8052 6.3339 0.00 0.01 0.01 0.00
H -8.4650 1.2416 2.1414 0.00 0.00 0.01 0.00
H -6.4905 5.6298 -4.6706 0.00 -0.01 -0.01 0.00
C -0.6748 8.3748 0.6379 -0.05 -0.21 -0.02 0.00
C -4.4972 3.8035 6.1814 -0.01 0.01 0.01 0.00
H -1.7467 -0.7111 -4.9297 0.01 0.00 0.01 0.00
C -4.8714 -0.9058 -2.2767 -0.01 0.00 -0.02 0.00
H -2.6267 0.3120 -6.0695 0.00 0.01 -0.02 0.00
C -5.8594 3.9027 4.0627 0.03 0.02 -0.02 0.00
C -2.7239 -0.5249 -5.3785 0.00 -0.01 -0.01 0.00
H -7.2896 5.1852 2.3268 0.01 0.02 0.00 0.00
C -4.7769 1.8552 4.6241 -0.02 0.01 -0.01 0.00
C -4.5267 6.4245 -0.6132 0.03 0.01 0.00 0.00
H -3.5004 -2.1343 -3.3508 0.01 -0.02 0.00 0.00
H -9.4841 0.3117 0.0850 -0.01 0.00 0.00 0.00
Ge -1.7004 3.7406 0.0213 0.03 -0.09 -0.08 0.02
H -8.0642 -0.0520 -1.9187 0.00 -0.01 -0.01 0.00
C 0.1122 7.3877 1.2107 -0.01 0.07 -0.10 0.00
H -6.6284 6.3008 -0.9722 -0.02 -0.01 0.01 0.00
C -1.2553 5.6558 0.2205 -0.18 -0.19 -0.08 0.01
H -5.2894 3.4378 -3.3945 -0.05 -0.10 -0.01 0.00
C -5.7150 1.2553 0.1560 0.00 0.01 0.10 0.00
H 0.9639 7.6517 1.8265 0.01 0.01 0.01 0.00
C -5.2774 1.2925 -3.2171 -0.03 0.04 -0.01 0.00
C 0.4661 4.5561 2.9078 -0.13 -0.01 0.03 0.00
S -3.0295 3.0957 1.7205 -0.15 -0.16 -0.03 0.00
N 2.0039 -0.3024 1.5769 0.12 -0.06 0.03 0.00
C -8.4331 0.5726 0.1037 0.00 0.00 0.00 0.00
C -7.6428 0.3733 -1.0154 -0.02 -0.03 0.02 0.00
C 2.5785 3.3757 2.9649 0.06 -0.02 -0.03 0.00
C -6.5163 1.4460 1.2905 -0.01 -0.02 0.01 0.00
C -5.6409 6.2523 -1.4201 0.02 -0.03 -0.03 0.00
H 1.9359 1.0424 0.0639 0.07 -0.11 -0.02 0.00

No. 2
18
Properties=species:S:1:pos:R:3:forces:R:3:nbo_charge:R:1 method="wB97M-V/def2-TZVPD" e_homo_ev=-9.196 smiles="CC(C)NO.C=O" orbital_gap_ev=9.77 fmax_ev_per_a=0.665 total_charge=0 e_lumo_ev=0.57 energy_ha=-364.14273
H 2.5456 2.7082 0.3280 -0.07 0.09 -0.06 0.11
H -1.8366 -0.2918 1.5194 -0.09 -0.04 0.12 0.22
O 0.6233 2.9027 0.9083 -0.32 0.25 0.01 -0.49
H 1.4249 -0.8293 -1.2343 0.04 -0.05 -0.06 0.20
H -1.3214 -1.7766 -1.9137 0.14 -0.05 0.23 0.44
N -0.7459 -2.1147 -0.0613 0.27 -0.50 0.34 -0.32
H 0.4777 -0.9442 1.0537 -0.03 0.00 -0.07 0.19
H -2.0835 0.2057 -0.1486 -0.05 0.03 -0.07 0.22
H -0.0590 -0.0684 -1.8448 -0.04 0.07 -0.08 0.20
C -0.2066 -0.7893 0.2110 -0.20 0.23 -0.34 -0.07
C 0.5769 -0.1976 -0.9699 -0.02 -0.05 0.39 -0.63
H 1.9647 1.6440 1.7352 -0.12 -0.07 0.12 0.11
C 1.7102 2.4181 0.9919 0.60 -0.11 0.04 0.28
H -0.9735 1.1170 0.8786 0.00 0.13 0.06 0.22
O -1.7042 -2.1302 -1.0928 -0.15 0.03 -0.30 -0.58
H 0.9534 0.7856 -0.6943 0.00 0.01 -0.19 0.21
H 0.0004 -2.7648 -0.3122 -0.19 0.17 -0.09 0.33
C -1.3464 0.1256 0.6462 0.23 -0.13 -0.04 -0.63

No. 3
18
Properties=species:S:1:pos:R:3:forces:R:3:nbo_charge:R:1 method="wB97M-V/def2-TZVPD" e_homo_ev=-8.246 orbital_gap_ev=6.93 fmax_ev_per_a=2.930 total_charge=0 e_lumo_ev=-1.31 energy_ha=-381.13331
C 0.4443 1.5858 0.6256 -1.36 -1.86 -0.88 0.45
C 0.2470 -0.7651 1.6474 -0.20 0.04 -0.78 -0.21
H 0.6952 1.2249 -1.4969 -0.14 2.02 1.66 0.47
H 0.9253 3.1039 -0.5217 -0.14 -0.18 -0.33 0.39
N 0.8882 2.0916 -0.5185 0.43 -1.03 -1.10 -0.88
H -1.4432 0.1617 -0.7013 0.46 0.23 0.56 0.18
C 0.6425 -0.0253 0.5897 1.15 1.56 1.98 -0.38
H 0.7754 -1.6578 1.9523 -0.11 -0.20 -0.15 0.20
H -1.1804 -2.2601 -0.2584 -0.01 -0.02 -0.01 0.22
C -0.7312 -1.8600 -1.1658 0.30 -0.04 0.44 -0.69
C -0.5526 -0.3718 -1.0603 -0.43 0.46 -2.86 0.42
O 0.1424 0.2078 -1.9822 -0.38 -1.41 1.36 -0.64
H -0.6535 -0.5194 2.1985 0.08 0.18 0.18 0.20
H -0.3955 1.6080 2.3611 0.06 -0.10 -0.11 0.33
H -1.4057 -2.0660 -1.9992 0.06 0.14 -0.08 0.25
H 1.5929 -0.2882 0.1348 -0.11 -0.19 -0.22 0.23
H 0.2233 -2.3507 -1.3502 -0.04 0.00 -0.05 0.23
N -0.2143 2.1806 1.5451 0.38 0.41 0.41 -0.78

No. 4
70
Properties=species:S:1:pos:R:3:forces:R:3:lowdin_spin:R:1 method="wB97M-V/def2-TZVPD" e_homo_ev="-0.129 / 0.090" spin_multiplicity=8 orbital_gap_ev="4.05 / 3.83" fmax_ev_per_a=1.298 total_charge=-2 e_lumo_ev="3.92 / 3.92" energy_ha=-6898.62449
C -0.5232 3.0336 -5.1478 0.01 0.06 0.00 0.00
As -3.8439 2.1116 1.8062 -0.04 0.10 0.21 0.01
C -0.3087 4.3181 -4.6567 0.01 0.05 -0.04 -0.02
C -0.4222 4.5796 -3.3027 0.01 -0.02 -0.02 0.00
O -1.0218 -1.5339 2.8090 -0.07 -0.01 -0.14 0.01
O 0.7670 0.3047 1.2485 -0.12 0.02 0.22 0.02
C -3.6015 -4.1250 -1.2842 -0.02 -0.09 0.01 -0.04
N -2.8182 -2.6132 0.4352 0.02 0.48 0.01 -0.13
S -1.9764 1.7324 2.8388 0.10 0.24 0.18 0.02
H -1.0439 1.0121 -4.6079 -0.01 -0.02 0.00 0.00
C 0.9251 -2.7089 2.2477 0.03 0.00 0.11 0.00
H 4.0036 0.1732 -1.5949 -0.03 -0.01 0.00 0.00
H -3.7316 -4.3356 -2.3395 0.01 0.01 -0.01 0.00
H -0.1685 -1.1605 4.9599 0.03 0.00 0.05 0.00
H 2.8087 -1.3884 0.7603 -0.03 -0.02 0.00 0.00
H -2.6817 -2.0957 -2.8888 0.12 -0.07 0.02 -0.01
C -2.9728 -2.9103 -0.8989 0.12 0.15 -0.15 -0.11
H 2.0076 -2.0051 5.9402 0.01 0.00 0.02 0.00
S -3.2263 3.3832 0.0257 -0.15 0.07 -0.04 0.00
H 1.2945 2.4510 -1.0348 -0.05 -0.01 0.01 0.00
H 3.7639 -2.0014 -2.7927 0.00 -0.02 -0.01 0.00
C 3.0816 -0.4587 0.2605 0.08 -0.02 -0.13 0.00
H 2.1454 3.8900 0.6305 0.03 -0.01 0.04 0.00
H -0.4366 2.8276 -6.2075 0.00 0.01 -0.01 0.00
N 0.1540 -2.0129 3.1526 0.05 0.18 0.09 0.00
H 1.1294 2.7292 1.4651 -0.06 0.01 0.00 0.00
S 1.4729 0.3042 -0.0875 -0.07 0.02 0.09 0.00
N -1.2891 1.4648 -0.6035 -0.33 0.23 0.32 -0.02
C 2.0152 2.0206 -0.3428 0.19 -0.04 -0.02 0.00
S 0.4332 -2.9001 0.6520 0.03 -0.10 -0.13 0.01
H -0.0549 5.1253 -5.3349 0.01 0.00 0.00 0.00
C 3.2150 2.4807 1.8771 0.02 0.06 0.10 0.00
H 3.0536 1.4959 2.3147 -0.02 0.06 0.06 0.00
N -1.8895 -0.8681 -1.4058 -0.27 0.24 0.02 -0.21
S -4.4057 0.1860 1.0298 -0.33 0.07 -0.24 0.02
N -0.8047 3.7830 -1.0522 0.17 0.07 -0.02 -0.01
C 3.8502 -0.7511 -1.0268 0.05 0.03 0.08 0.00
H 2.7488 -3.7864 2.0916 0.01 0.00 0.01 0.00
C 1.7318 -2.2311 4.9214 -0.10 0.02 -0.08 0.00
Tb -1.6971 -0.3528 0.9489 0.63 -1.08 -0.35 7.80
H 2.9904 1.9753 -0.8390 -0.04 -0.02 -0.02 0.00
C -1.3325 1.2018 -1.9323 0.13 -0.35 -0.39 -0.06
C -1.4557 2.8166 -0.1818 0.21 -0.11 -0.05 0.00
N -1.5790 0.0155 -2.4234 0.06 0.26 0.48 0.03
H 2.1795 -1.4763 -2.2150 -0.03 0.02 -0.01 0.00
H 4.1829 2.4812 1.3657 0.00 0.00 -0.01 0.00
C 0.5470 -1.7616 4.4190 0.02 -0.05 -0.04 0.00
H -4.1438 -5.3721 1.8214 -0.01 -0.01 0.00 -0.01
H -0.2547 5.5791 -2.9161 0.00 0.02 -0.01 0.00
H -0.9639 4.7426 -0.7851 -0.02 -0.02 0.03 0.00
C -3.2287 -3.4979 1.3378 -0.01 -0.02 0.09 -0.01
C -0.8587 2.0209 -4.2651 -0.01 -0.02 0.05 -0.01
C 2.1402 -3.2117 2.7759 0.12 -0.02 0.07 0.00
H -3.0550 -3.2078 2.3704 -0.03 -0.03 0.00 0.00
C -0.7548 3.5554 -2.4108 0.01 -0.03 -0.08 -0.01
H 3.6476 0.1660 0.9505 -0.07 -0.05 -0.10 0.00
S -5.3198 3.2041 2.8380 0.08 -0.04 -0.11 0.00
C 2.0760 2.8413 0.9358 -0.12 0.05 -0.07 0.00
C 3.1705 -1.7993 -1.8986 0.02 -0.03 -0.09 0.00
C 2.5429 -2.9865 4.0666 0.01 -0.01 -0.04 0.00
H 3.4873 -3.3871 4.4150 0.01 0.00 0.01 0.00
C -3.8293 -4.7030 1.0327 0.05 0.08 0.10 -0.11
C -2.4915 -1.9704 -1.8246 -0.16 -0.34 -0.02 -0.12
H 3.0333 -2.7300 -1.3486 0.00 -0.03 0.03 0.00
H -4.5022 -5.9356 -0.6282 0.00 0.01 0.01 0.00
C -0.9766 2.2603 -2.8997 -0.15 0.06 0.00 0.00
H 3.2718 3.1974 2.6981 0.00 0.01 0.01 0.00
C -4.0236 -5.0074 -0.3331 -0.02 -0.03 -0.12 -0.05
H -1.0352 2.9147 0.8167 -0.05 0.05 -0.01 0.00
H 4.8526 -1.0929 -0.7475 -0.02 -0.01 0.00 0.00

No. 5
12
Properties=species:S:1:pos:R:3:forces:R:3:nbo_charge:R:1 method="wB97M-V/def2-TZVPD" e_homo_ev=-9.719 smiles="O=C[C@H]1CN=CO1" orbital_gap_ev=10.19 fmax_ev_per_a=0.512 total_charge=0 e_lumo_ev=0.47 energy_ha=-360.61896
O -1.6639 -0.8599 1.1312 -0.05 0.24 -0.45 -0.49
H -0.5632 0.6289 -1.5699 0.00 -0.10 0.19 0.20
C -1.6696 -0.3497 0.0397 -0.11 -0.15 0.38 0.42
H 0.8036 1.9474 -0.0742 -0.03 -0.11 0.05 0.21
H -0.0694 1.2344 1.2964 0.06 -0.04 -0.15 0.22
O 0.4262 -1.0195 -0.8167 0.01 -0.05 -0.07 -0.48
C 1.4836 -0.8947 0.0254 0.25 0.10 0.16 0.38
N 1.6287 0.1661 0.6908 -0.01 -0.37 -0.14 -0.45
H -2.6083 -0.2521 -0.5400 0.07 0.02 0.03 0.12
H 2.1369 -1.7604 0.0428 0.00 0.15 -0.01 0.19
C -0.3794 0.1535 -0.6002 -0.04 0.09 0.01 -0.04
C 0.4748 1.0060 0.3746 -0.16 0.22 -0.01 -0.27